Record 1
Density functional theory data (the ωB97M-V functional and the def2-TZVPD basis) for a single C12H24N2O2 molecule.

Positions of all 40 atoms, in Å:
C (-2.4629, -2.6754, 0.6640)
C (-3.6686, -1.7437, 0.6074)
C (-3.2837, -0.2767, 0.4115)
C (-2.6817, 0.0049, -0.9636)
C (-2.4592, 1.4952, -1.2298)
C (-1.4996, 2.1807, -0.2580)
C (-0.1087, 1.5548, -0.2515)
C (0.8679, 2.3779, 0.5593)
O (0.6424, 3.4707, 1.0287)
N (2.0803, 1.7892, 0.7372)
N (2.4147, 0.5375, 0.2234)
C (3.5111, 0.6148, -0.7326)
C (3.7303, -0.7798, -1.3210)
O (4.0217, -1.7186, -0.3143)
C (2.9783, -1.7796, 0.6275)
C (2.7376, -0.4158, 1.2767)
H (-1.9329, -2.6870, -0.2849)
H (-1.7723, -2.3566, 1.4425)
H (-2.7808, -3.6918, 0.8853)
H (-4.2271, -1.8357, 1.5421)
H (-4.3302, -2.0565, -0.2037)
H (-4.1775, 0.3401, 0.5343)
H (-2.5758, 0.0069, 1.1921)
H (-3.3616, -0.3806, -1.7282)
H (-1.7359, -0.5267, -1.0711)
H (-3.4219, 2.0097, -1.1837)
H (-2.0741, 1.6107, -2.2466)
H (-1.4027, 3.2315, -0.5374)
H (-1.9074, 2.1584, 0.7529)
H (0.2799, 1.4833, -1.2702)
H (-0.1274, 0.5472, 0.1634)
H (2.7758, 2.3081, 1.2724)
H (3.2367, 1.3172, -1.5214)
H (4.4410, 0.9601, -0.2506)
H (4.5841, -0.7814, -2.0002)
H (2.8252, -1.0845, -1.8670)
H (3.2806, -2.5142, 1.3753)
H (2.0508, -2.1129, 0.1386)
H (1.8944, -0.4711, 1.9675)
H (3.6390, -0.1101, 1.8336)

Cartesian forces (eV/Å) of the 2 atoms listed first:
-0.2472 0.0516 -0.0515
0.1709 0.1245 0.1437

Results
Multiplicity: 1
Gap between HOMO and LUMO (eV): 10.344
HOMO level (eV): -9.590
E_LUMO (Eh): 0.028

***

Record 2
Density functional theory data (the ωB97M-V functional and the def2-TZVPD basis) for a single C8H14O5S2 molecule in a non-equilibrium geometry.

Positions of all 29 atoms, in Å:
C (-0.6156, -2.4096, 0.2749)
C (0.1585, -1.4579, -0.6570)
S (-0.8205, -0.8438, -2.0340)
C (-2.4624, -1.5424, -2.4869)
O (0.0281, -0.8349, -3.2117)
O (-1.1937, 0.6858, -1.7065)
S (-0.0096, 1.8814, -1.5126)
O (0.4988, 2.0857, -2.8177)
O (-0.6063, 2.9815, -0.8464)
C (1.2878, 0.9522, -0.6667)
C (1.9514, 1.8763, 0.3480)
C (1.0052, 2.4115, 1.3873)
C (0.0762, 1.2921, 1.9254)
O (-0.3986, 0.4193, 0.9169)
C (0.5775, -0.2244, 0.1088)
H (-0.0648, -2.3238, 1.1671)
H (-0.6602, -3.3792, -0.1007)
H (-1.6096, -2.0376, 0.4032)
H (-2.5936, -1.0494, -3.5297)
H (-2.2417, -2.5772, -2.5140)
H (-3.2433, -1.3277, -1.6828)
H (1.9482, 0.4824, -1.3492)
H (2.6354, 2.6467, -0.0253)
H (2.7168, 1.3314, 1.0044)
H (1.5544, 2.6209, 2.2234)
H (0.3574, 3.3693, 1.1789)
H (0.4987, 0.8384, 2.8453)
H (-0.8121, 1.8611, 2.2823)
H (1.4042, -0.4479, 0.7506)

Cartesian forces (eV/Å) of the 2 atoms listed first:
0.1649 2.0769 -1.4740
-1.7622 0.9285 -0.5316

Results
Multiplicity: 1
Gap between HOMO and LUMO (eV): 8.309
HOMO level (eV): -7.927
E_LUMO (Eh): 0.014

***

Record 3
Density functional theory data (the ωB97M-V functional and the def2-TZVPD basis) for a molecular structure, C30H34F6N6O3STi in a non-equilibrium geometry.

Positions of all 81 atoms, in Å:
Ti (0.9608, -0.7726, 0.5810)
O (-0.6282, -1.4824, 1.6049)
N (-1.1342, -2.7139, 1.6231)
C (-1.9404, -2.9871, 2.6791)
C (-2.5482, -4.1996, 2.7957)
C (-2.3066, -5.1455, 1.7843)
C (-1.4887, -4.8441, 0.7415)
C (-0.8464, -3.5778, 0.6205)
S (0.2087, -3.1367, -0.6308)
H (-2.0176, -2.1641, 3.3712)
H (-3.1748, -4.3964, 3.6514)
H (-2.7574, -6.1280, 1.8437)
H (-1.2688, -5.5687, -0.0299)
N (2.5102, -1.0054, -1.0215)
H (2.3269, -1.6137, -1.8099)
H (3.3302, -1.3680, -0.5467)
H (2.7029, -0.0635, -1.3419)
O (2.0696, -2.0774, 1.4904)
N (3.1639, -2.6563, 1.3903)
C (3.1566, -3.8700, 1.8897)
C (2.0153, -4.4270, 2.5451)
N (1.1319, -4.9067, 3.0965)
C (4.3837, -4.6122, 1.7876)
N (5.3633, -5.2055, 1.7063)
C (-2.0558, 3.3318, 2.9495)
C (-1.2256, 3.1857, 1.7034)
C (-0.5981, 4.2767, 1.1272)
C (0.2082, 4.1296, -0.0046)
C (0.9284, 5.3185, -0.5796)
C (0.3369, 2.8739, -0.5706)
C (-0.3278, 1.7606, -0.0461)
C (-1.0762, 1.9301, 1.1092)
N (-0.1563, 0.4750, -0.6513)
C (-0.9991, 0.2806, -1.8513)
C (-0.2071, -0.4623, -2.9341)
C (-1.0828, -0.8007, -4.1465)
C (-2.2619, -1.6680, -3.6916)
C (-3.1060, -0.8993, -2.6679)
C (-3.6198, 0.3967, -3.2941)
C (-2.4253, 1.2540, -3.7177)
C (-1.6106, 0.4937, -4.7659)
C (-1.5390, 1.5696, -2.5035)
C (-2.2298, -0.5609, -1.4594)
H (-3.0821, 3.6287, 2.7165)
H (-1.6474, 4.0885, 3.6223)
H (-2.1063, 2.3928, 3.5012)
H (-0.6843, 5.2539, 1.5933)
H (1.0653, 6.0894, 0.1803)
H (0.3842, 5.7687, -1.4141)
H (1.9162, 5.0397, -0.9496)
H (0.9971, 2.7196, -1.4168)
H (-1.5659, 1.0598, 1.5409)
H (0.1907, -1.3857, -2.5099)
H (0.6430, 0.1654, -3.2286)
H (-0.4859, -1.3507, -4.8817)
H (-1.8886, -2.5927, -3.2411)
H (-2.8744, -1.9482, -4.5569)
H (-3.9470, -1.5229, -2.3472)
H (-4.2325, 0.9408, -2.5679)
H (-4.2547, 0.1823, -4.1616)
H (-2.7803, 2.1982, -4.1437)
H (-0.7718, 1.1089, -5.1091)
H (-2.2322, 0.2730, -5.6415)
H (-2.1089, 2.1553, -1.7780)
H (-0.7101, 2.2036, -2.8286)
H (-1.8775, -1.4730, -0.9769)
H (-2.7966, 0.0049, -0.7115)
C (4.3894, 0.5515, 1.9895)
C (2.9604, 1.0514, 2.1724)
O (2.1549, 0.7084, 1.1249)
C (2.3834, 0.5169, 3.5341)
F (2.9900, -0.6341, 3.9071)
F (2.5565, 1.3844, 4.5575)
F (1.0769, 0.2773, 3.4457)
C (2.9722, 2.5961, 2.2344)
F (3.2907, 3.1118, 1.0329)
F (3.9023, 3.0740, 3.1055)
F (1.7897, 3.1010, 2.5905)
H (4.3857, -0.5250, 1.8436)
H (5.0280, 0.7919, 2.8416)
H (4.8050, 1.0316, 1.1037)

Cartesian forces (eV/Å) of the 2 atoms listed first:
-1.3389 1.0060 -1.9164
0.0310 0.1003 0.1191

Results
Multiplicity: 2
Gap between HOMO and LUMO (alpha / beta) (eV): 6.596 / 7.146
Net charge: -1
HOMO level (alpha / beta) (eV): -4.154 / -4.702
E_LUMO (alpha / beta) (Eh): 0.090 / 0.090
Expectation value of S²: 0.762

***

Record 4
Density functional theory data (the ωB97M-V functional and the def2-TZVPD basis) for a single C7H5NO molecule in a non-equilibrium geometry.

Positions of all 14 atoms, in Å:
C (-2.0106, 1.1697, -1.4660)
C (-1.1329, 1.3773, -0.6447)
C (0.1998, 1.2563, 0.1266)
C (1.3816, 0.7501, -0.8060)
C (1.3834, -0.5411, -0.0480)
O (1.9343, -1.6368, -0.0256)
C (0.2299, 0.0361, 0.9651)
C (-0.8814, -0.8627, 0.9437)
N (-1.7236, -1.6660, 1.1570)
H (-2.9620, 1.1907, -2.0261)
H (0.3173, 2.2055, 0.7026)
H (2.4497, 1.3619, -1.0055)
H (0.9162, 0.7068, -1.9435)
H (0.8504, 0.1781, 1.9551)

Cartesian forces (eV/Å) of the 2 atoms listed first:
-0.3774 0.9023 0.8959
1.0983 -0.8808 -0.8165

Results
Multiplicity: 1
Gap between HOMO and LUMO (eV): 10.052
HOMO level (eV): -10.056
E_LUMO (Eh): 0.000

***

Record 5
Density functional theory data (the ωB97M-V functional and the def2-TZVPD basis) for 2 unconnected molecules or ions with the total composition C9H14O in a non-equilibrium geometry.

Positions of all 24 atoms, in Å:
C (2.2235, 1.2666, -0.0572)
C (3.4345, 2.2021, -0.0187)
H (1.7076, 1.4726, 0.9040)
H (1.7351, 1.4007, -1.0019)
H (2.7083, 0.3480, 0.0392)
H (3.2181, 3.1378, 0.6434)
H (3.6927, 2.5999, -0.9977)
H (4.2026, 1.7071, 0.5128)
C (-2.8639, -1.1994, 1.9043)
C (-0.4749, -0.7529, -1.3931)
C (-1.3552, 0.2901, -1.0877)
C (-0.2215, -1.8993, -0.6827)
C (-1.9723, 0.1148, 0.0705)
C (-0.9742, -2.0011, 0.4353)
C (-1.9244, -1.0696, 0.8230)
O (0.3856, -0.6737, -2.4519)
H (-1.5743, 1.0089, -1.8803)
H (0.6096, 0.1399, -2.9956)
H (0.5758, -2.5578, -1.0215)
H (-2.7301, 0.9436, 0.4856)
H (-0.8579, -2.8335, 1.0346)
H (-3.7770, -1.6755, 1.5793)
H (-3.1813, -0.2031, 2.3795)
H (-2.5865, -1.7661, 2.7768)

Cartesian forces (eV/Å) of the 2 atoms listed first:
0.8979 1.7642 1.3782
-1.3111 2.9179 1.1395

Results
Multiplicity: 2
Gap between HOMO and LUMO (alpha / beta) (eV): 10.490 / 6.584
Net charge: +1
HOMO level (alpha / beta) (eV): -14.118 / -14.143
E_LUMO (alpha / beta) (Eh): -0.133 / -0.278
Expectation value of S²: 0.766

***

Energy above the lowest of the compared OMol25 structures with the same formula, charge and spin for every record listed, in sequence, given in kcal per mole: 47.1 40.3 10.7 97.9 38.2.